1.
94
Properties=species:S:1:pos:R:3:forces:R:3 method="wB97M-V/def2-TZVPD" homo_energy_ha=-0.3901 charge=+1 gap_ev=5.8152 e_lumo_ha=-0.17637 total_energy_ha=-4052.514296
C -0.24857 -1.39994 -4.32390 1.506 0.262 0.397
C 0.88914 -0.34328 -3.70124 0.071 0.819 -3.969
N 1.53544 0.43267 -4.62785 -2.218 -2.552 4.175
C 1.13203 -0.39458 -2.09027 0.828 -0.292 -1.735
C 1.34368 1.03747 -1.33512 0.087 0.691 1.333
C 2.04692 0.52763 0.09455 0.308 -0.710 -0.009
C 3.68279 0.54695 0.06850 -0.131 -0.475 1.731
C 4.16760 0.06771 1.59621 -0.548 0.746 -0.698
C 3.71549 -1.46074 1.97457 2.042 -0.495 0.851
N 2.38836 -1.56820 2.70553 0.868 1.053 1.541
C 2.42146 -0.91808 4.07136 1.532 0.990 3.520
N 3.53891 -0.50889 4.75693 -4.049 -1.435 -2.469
N 1.07517 -0.66656 4.78270 2.009 -2.566 -2.034
C 2.25452 2.22150 -2.00059 -1.439 2.433 0.031
C 3.61176 2.22580 -2.91405 2.200 -0.612 -1.033
F 4.11724 0.82764 -3.05898 -1.702 5.324 0.338
F 4.65114 3.02834 -2.17143 -3.455 -2.668 -2.591
F 3.43540 2.89139 -4.25025 0.643 -2.518 5.120
N 1.78748 3.48364 -1.73118 1.390 -4.167 -1.752
C 0.55412 3.57359 -0.83121 1.423 -0.228 1.530
C 1.22334 4.00406 0.60008 -0.158 -0.261 0.672
Cl 2.26265 5.55827 0.30381 -0.699 -1.636 -0.012
C 0.16335 4.42807 1.77534 1.499 -0.596 1.625
C 1.06919 4.55697 3.17592 1.063 0.070 -0.155
Cl -0.59397 6.07655 1.39114 0.196 -1.728 0.220
C 0.01117 2.00247 -1.02934 -0.216 0.625 0.815
C -0.99766 1.55723 0.19733 -0.785 -0.252 0.023
C -1.61989 0.04812 0.06419 -0.295 -0.948 1.023
C -2.50727 -0.23054 -1.28429 0.212 1.828 -0.679
S -3.50094 -1.83318 -1.23002 0.604 -0.242 -1.528
C -3.79260 -2.21806 -3.07649 -0.324 0.735 -1.954
S -4.42547 -0.98496 -4.11773 1.578 -2.360 2.327
N -3.43938 -3.59331 -3.62298 -0.867 1.907 0.260
C -4.55168 -4.59397 -3.38185 -0.826 -0.810 -0.894
C -4.11801 -6.05870 -4.04146 -0.095 -0.634 0.208
O -3.82813 -5.96355 -5.49986 1.381 1.097 2.268
C -2.65478 -5.05926 -5.63933 -1.024 0.532 0.057
C -3.19086 -3.56909 -5.11575 0.111 -0.722 -1.847
O -0.63144 2.14398 -2.37843 1.432 -1.150 1.410
N -1.81001 2.77835 -2.28592 -1.774 2.211 -3.716
O -2.11707 3.22676 -3.38891 0.752 -1.623 3.587
H 0.35653 -2.05644 -5.11629 -1.520 1.335 1.770
H -1.06965 -0.77308 -4.88218 1.492 -1.336 1.301
H -0.65316 -2.07920 -3.46019 0.429 1.216 -1.884
H 1.19893 0.24229 -5.60790 0.175 0.000 1.436
H 2.13947 -1.01295 -1.92120 -2.086 1.452 -0.455
H 0.28153 -1.08083 -1.62895 1.697 2.030 -0.744
H 1.61841 1.06771 1.03759 0.909 -0.811 -1.885
H 1.73011 -0.61824 0.20687 0.596 2.663 -0.114
H 4.08476 -0.24730 -0.69118 -0.700 1.807 1.204
H 4.16163 1.62453 -0.06339 -1.129 -2.244 -0.117
H 3.69833 0.86730 2.34693 1.065 -1.986 -1.415
H 5.33067 0.20023 1.62862 -2.259 -0.515 0.097
H 4.53890 -1.87568 2.72826 -1.509 0.937 -1.693
H 3.75530 -2.20333 1.04103 -0.441 1.817 1.904
H 2.10880 -2.57823 2.75885 0.254 1.462 0.267
H 3.23229 -0.09029 5.68604 0.178 -0.508 -1.644
H 1.15421 -1.08946 5.75538 -0.257 0.686 -1.590
H 0.39811 -1.23458 4.21840 0.394 0.724 1.010
H 2.36189 4.22251 -2.19056 -0.973 -0.033 0.910
H -0.20656 4.44497 -1.02113 1.461 -1.900 -0.460
H 2.01867 3.20595 0.99217 -2.002 1.703 -0.880
H -0.66541 3.64070 2.01660 1.450 1.614 -1.039
H 0.57930 3.99549 4.08410 0.738 1.385 -1.878
H 1.34313 5.69199 3.42098 -0.938 -2.600 -0.496
H 2.12668 4.02955 3.00823 -2.321 1.049 0.293
H -0.47797 1.60275 1.27148 -0.759 -0.077 -2.609
H -1.93333 2.29222 0.29989 2.594 -1.545 -0.740
H -0.76812 -0.76502 0.25515 -1.810 1.697 -0.679
H -2.36697 -0.08522 0.98558 1.785 0.400 -2.082
H -3.26660 0.67598 -1.38970 1.573 -1.941 0.150
H -1.85571 -0.25456 -2.25672 -1.216 0.055 1.847
H -4.86026 -4.66461 -2.25234 0.834 0.042 -2.195
H -5.48038 -4.21527 -4.01910 1.616 -0.825 1.395
H -3.15019 -6.51317 -3.52153 -2.026 1.099 -0.840
H -5.00069 -6.85154 -3.94833 1.867 1.947 -0.122
H -1.74514 -5.46158 -5.02144 -1.659 0.793 -1.034
H -2.39193 -5.04710 -6.78713 -0.569 0.165 2.394
H -4.21827 -3.39958 -5.69580 2.208 -0.213 1.129
H -2.41396 -2.76588 -5.46635 -1.582 -1.385 1.086
C -5.52674 2.39150 2.19706 -0.134 0.359 0.111
N -4.30515 1.68427 1.72675 0.236 -0.697 -0.218
O -3.26458 2.34677 1.64272 -1.413 -0.931 0.402
O -4.42553 0.48395 1.45523 0.343 1.954 0.412
H -5.27547 3.43514 2.39803 0.061 -0.312 -0.094
H -6.27445 2.32057 1.40444 0.115 -0.140 0.183
H -5.86530 1.89410 3.10832 0.014 -0.029 -0.261
C 3.40416 -1.86942 8.99190 0.132 -0.340 0.145
N 2.22026 -1.28467 8.30627 -0.639 0.432 -0.263
O 1.36166 -2.07098 7.88999 0.954 1.268 0.256
O 2.18645 -0.05274 8.20540 -0.135 -1.823 -0.095
H 3.30150 -2.95657 9.00867 -0.089 0.314 -0.067
H 4.29107 -1.57444 8.42735 -0.180 0.083 0.154
H 3.42814 -1.46874 10.00744 0.047 0.054 -0.251

***

2.
85
Properties=species:S:1:pos:R:3:forces:R:3 method="wB97M-V/def2-TZVPD" homo_energy_ha="-0.3984 / -0.4939" s_squared=6.058 de_lowest_kj_mol=28.9 charge=+2 gap_ev="4.7714 / 5.0054" e_lumo_ha="-0.22308 / -0.30993" multiplicity=5 total_energy_ha=-4757.926560
Ir -0.22811 0.72500 -0.01821 0.104 -1.716 -0.387
C 0.34369 1.45856 -3.70932 -1.138 0.644 1.631
N 0.17743 0.03811 -3.42110 0.233 -0.196 0.357
C -0.57126 -0.67165 -4.49790 0.181 0.807 1.025
C 0.94131 -0.56847 -2.45466 -0.175 0.175 -2.854
N 1.19072 0.06403 -1.27305 -0.007 0.570 -0.712
C 2.50418 0.27732 -0.82273 0.074 -0.760 1.217
C 3.44137 0.88296 -1.69681 -0.804 -1.146 0.898
C 4.76419 0.84941 -1.35442 0.931 0.136 0.918
C 5.14361 0.45386 -0.08625 -0.026 -1.270 -0.610
C 4.25109 -0.06846 0.85853 -1.240 1.099 -0.014
C 4.69594 -0.26340 2.18282 -0.940 0.387 1.348
C 3.74956 -0.44471 3.21198 -0.452 -0.591 0.522
C 2.37208 -0.67956 2.93863 1.907 -0.916 0.479
C 1.92063 -0.49316 1.61186 -1.357 -1.112 -0.874
N 0.60904 -0.69123 1.23329 0.656 -0.185 0.345
C -0.37704 -1.72780 1.70685 -1.279 0.330 0.263
N -0.00643 -2.59534 2.76679 2.235 0.186 -0.525
C -0.99485 -3.24818 3.63321 1.525 -1.266 0.595
C 1.29290 -3.34003 2.54433 -0.232 -0.822 1.869
N -1.86131 0.22444 1.17447 -1.878 -0.944 0.897
C -2.44633 1.38898 1.90465 -0.563 0.089 -1.200
C -2.99523 -0.22823 0.26987 0.645 -1.876 -0.989
C 2.84244 -0.13193 0.55832 1.348 1.486 -1.639
N 1.44673 -1.80541 -2.76512 -1.018 2.003 3.190
C 1.90307 -2.58409 -1.63853 -0.374 0.156 1.545
C 1.88877 -2.35015 -3.98811 0.599 0.429 -2.282
H 0.88230 1.60301 -4.61241 0.406 0.021 -1.038
H 0.89037 1.95501 -2.90501 -0.027 -0.160 -0.074
H -0.64576 1.97713 -3.76072 0.761 -0.541 -0.185
H -1.51242 -0.11936 -4.69277 0.302 -0.524 0.506
H -0.71249 -1.69518 -4.15486 -0.270 0.047 -0.492
H -0.01643 -0.56772 -5.41888 0.220 -0.456 -0.346
H 3.18159 1.35588 -2.62324 -0.565 -0.255 -0.397
H 5.54479 1.11945 -2.04197 0.014 0.421 -0.224
H 6.18191 0.36925 0.12651 0.737 0.250 0.291
H 5.74604 -0.12948 2.44058 -0.215 -0.160 -0.146
H 4.06553 -0.48846 4.28523 -0.159 -0.047 -1.218
H 1.76123 -1.21943 3.70964 0.353 1.395 -0.858
H -0.95153 -4.34328 3.42291 -0.223 0.612 0.203
H -2.00651 -2.90827 3.45771 0.174 -0.139 0.108
H -0.65556 -3.10664 4.70704 -0.810 -0.090 -1.120
H 1.82706 -3.07029 1.61846 -0.302 0.228 0.571
H 1.19872 -4.45549 2.52000 -0.614 0.790 -0.223
H 1.94844 -3.21367 3.48488 -0.690 0.074 -1.630
H -3.27359 0.96817 2.46226 -0.359 0.597 0.119
H -2.78760 2.11596 1.09996 0.363 -0.904 1.245
H -1.71719 1.81904 2.54603 0.437 0.579 0.427
H -2.74523 -1.28739 -0.00549 -0.275 1.276 -0.051
H -2.98967 0.39991 -0.62769 0.043 -0.076 0.211
H -4.02416 -0.26008 0.66324 0.649 0.444 0.672
H 1.45788 -2.19565 -0.68370 0.297 -0.484 -1.104
H 2.96339 -2.45107 -1.45277 0.430 -0.360 -0.348
H 1.62554 -3.62372 -1.81531 0.264 -0.040 0.221
H 1.60769 -1.77613 -4.88868 0.141 -0.086 0.702
H 1.48383 -3.34481 -4.13452 0.073 -0.280 0.102
H 2.98679 -2.37371 -3.95238 -0.189 -0.281 -0.185
C -3.39260 -1.20830 3.90102 -0.185 0.732 0.218
C -1.98035 -0.71210 3.49234 -0.589 0.103 2.697
N -1.38302 -0.02512 4.41107 -0.175 -0.004 -1.315
N -0.22933 0.68780 3.99038 -0.536 -2.200 -1.807
C 0.36000 1.63321 4.59861 1.227 0.702 0.243
S 0.80974 2.61173 5.71430 -0.238 0.408 0.650
N -1.59366 -0.97624 2.16778 0.351 1.554 -2.572
N -0.79459 -2.39167 0.46396 0.736 1.767 -0.195
H -3.48052 -1.65180 4.93024 0.391 0.471 -1.054
H -3.89189 -1.85731 3.15857 0.577 0.172 0.297
H -3.96666 -0.26015 3.91217 -0.132 -0.601 0.251
H 0.19346 0.33834 3.10316 -0.713 0.449 0.846
H -1.49625 -3.07486 0.56536 -0.760 -0.928 0.432
H -0.08653 -2.65125 -0.19733 0.125 -0.169 0.261
C -3.37799 4.66133 -0.91335 -0.098 -2.137 1.425
Si -2.24713 3.59450 -2.01930 -1.870 0.662 -0.904
C -1.42406 4.76451 -3.26408 -1.527 0.694 -0.619
C -3.35060 2.27585 -3.00337 0.976 0.039 1.930
Se -0.51011 2.98194 -0.58187 0.081 -0.186 0.191
H -3.87625 5.45405 -1.44685 -0.110 0.253 -0.204
H -2.77515 5.05209 -0.07268 -0.374 0.157 -0.420
H -4.17399 3.97507 -0.42783 1.102 1.118 -0.776
H -2.24353 5.58752 -3.43161 1.586 -1.284 0.418
H -1.31870 4.30957 -4.28044 0.363 0.308 0.861
H -0.50017 5.23162 -2.87819 -0.444 -0.180 -0.447
H -4.25198 1.90460 -2.44629 0.831 0.557 -0.471
H -2.69457 1.40933 -3.18788 -0.429 0.205 -0.402
H -3.63673 2.81188 -3.90138 -0.083 -0.209 -0.283